(1)
111
Properties=species:S:1:pos:R:3 method="wB97M-V/def2-TZVPD" charge=-1 lumo_energy_ev=2.04 orbital_gap_ev=7.168 energy_ha=-5508.1114
Ba -1.03 -0.98 -0.80
O 3.11 -1.22 -1.21
S 2.14 -0.27 -0.57
C 2.61 1.39 -1.18
C 3.87 1.45 -1.78
C 4.37 2.67 -2.18
C 3.61 3.83 -1.99
C 2.34 3.74 -1.46
C 1.79 2.52 -1.07
P -0.02 2.36 -0.68
C -0.13 3.84 0.44
C -0.57 5.12 0.11
C -0.56 6.14 1.06
C -0.09 5.90 2.35
C 0.36 4.63 2.68
C 0.32 3.61 1.74
C -0.68 3.11 -2.25
C -1.99 3.59 -2.23
C -2.57 4.13 -3.37
C -1.84 4.19 -4.56
C -0.55 3.70 -4.59
C 0.02 3.16 -3.44
C 2.79 -0.03 1.13
C 4.16 0.25 1.21
C 4.81 0.24 2.43
C 4.10 -0.06 3.59
C 2.75 -0.32 3.52
C 2.06 -0.31 2.30
P 0.23 -0.60 2.25
C -0.06 -2.29 2.91
C 0.75 -2.97 3.82
C 0.34 -4.18 4.37
C -0.89 -4.72 4.02
C -1.69 -4.07 3.09
C -1.27 -2.87 2.53
C -0.33 0.34 3.75
C 0.33 1.43 4.31
C -0.21 2.12 5.39
C -1.43 1.75 5.93
C -2.10 0.66 5.38
C -1.56 -0.03 4.31
H 4.41 0.53 -1.94
H 5.35 2.73 -2.64
H 4.01 4.79 -2.29
H 1.74 4.64 -1.37
H -0.91 5.34 -0.89
H -0.92 7.12 0.79
H -0.08 6.69 3.08
H 0.73 4.43 3.68
H 0.66 2.62 2.00
H -2.58 3.52 -1.33
H -3.59 4.47 -3.34
H -2.30 4.59 -5.45
H 0.02 3.71 -5.51
H 1.02 2.73 -3.51
H 4.71 0.47 0.31
H 5.87 0.45 2.47
H 4.61 -0.10 4.54
H 2.20 -0.50 4.43
H 1.73 -2.58 4.08
H 0.98 -4.69 5.07
H -1.22 -5.65 4.46
H -2.64 -4.50 2.78
H -1.90 -2.40 1.78
H 1.29 1.75 3.91
H 0.34 2.96 5.81
H -1.85 2.29 6.76
H -3.05 0.35 5.79
H -2.10 -0.87 3.91
O -1.97 0.71 -3.80
S -0.90 -0.21 -3.55
O -0.07 -0.57 -4.66
O -0.02 0.11 -2.38
C -1.84 -1.74 -3.11
C -1.57 -2.85 -3.88
C -2.51 -3.87 -3.96
C -3.69 -3.79 -3.25
C -3.96 -2.69 -2.43
C -3.06 -1.65 -2.39
S -3.52 -0.35 -1.18
O -2.54 0.76 -1.19
O -4.88 0.00 -1.42
O -3.25 -1.12 0.06
H -0.66 -2.87 -4.46
H -2.31 -4.74 -4.58
H -4.40 -4.61 -3.30
H -4.88 -2.64 -1.86
N -0.01 -10.16 2.40
C -0.35 -9.14 1.49
C 0.03 -9.23 0.16
C -0.33 -8.24 -0.75
C -1.07 -7.15 -0.32
C -1.48 -7.07 1.01
C -1.12 -8.05 1.91
S -1.53 -5.86 -1.44
O -0.92 -6.22 -2.71
O -2.98 -5.83 -1.38
N -1.02 -4.50 -0.86
C 0.29 -4.34 -0.49
S 1.57 -5.55 -0.69
C 2.67 -4.55 0.15
C 2.06 -3.41 0.49
N 0.74 -3.25 0.11
H 0.81 -10.69 2.16
H -0.03 -9.88 3.37
H 0.62 -10.08 -0.17
H -0.02 -8.28 -1.78
H -2.05 -6.21 1.33
H -1.43 -7.98 2.94
H 3.69 -4.86 0.35
H 2.55 -2.62 1.05


(2)
98
Properties=species:S:1:pos:R:3 method="wB97M-V/def2-TZVPD" charge=-1 lumo_energy_ev="1.94 / 1.53" multiplicity=3 orbital_gap_ev="5.690 / 5.610" energy_ha=-3808.0741
Ti 0.85 0.59 0.36
I 3.06 1.80 7.83
C 2.63 1.29 5.82
C 3.64 0.86 4.99
C 3.32 0.53 3.70
I 4.81 -0.14 2.37
C 2.01 0.60 3.15
O 1.82 0.25 1.93
C 1.01 1.06 4.04
C -0.42 1.29 3.61
N -0.85 0.50 2.47
C -1.09 -0.90 2.79
C -0.06 -1.77 2.13
C 0.50 -2.84 2.79
C 1.35 -3.72 2.11
C 1.56 -3.47 0.75
C 0.99 -2.36 0.17
N 0.20 -1.46 0.82
C 1.33 1.38 5.35
H 4.66 0.79 5.34
H -1.07 1.10 4.48
H -0.52 2.35 3.34
H -1.69 0.94 2.09
H -1.09 -1.06 3.88
H -2.07 -1.20 2.41
H 0.27 -3.02 3.83
H 1.79 -4.57 2.60
H 2.17 -4.14 0.15
H 1.11 -2.17 -0.89
H 0.55 1.73 6.01
C 1.76 -1.10 -5.30
C 1.60 0.25 -5.04
C 0.95 0.67 -3.90
C 0.45 -0.25 -2.96
C 0.58 -1.61 -3.26
C 1.23 -2.02 -4.40
N -0.14 0.21 -1.79
C -1.13 1.10 -1.97
C -1.90 1.22 -3.14
C -2.93 2.13 -3.23
C -3.23 2.98 -2.16
C -2.49 2.92 -1.01
C -1.43 2.00 -0.89
N -0.52 1.99 0.10
N -0.55 3.02 0.96
C 0.66 3.34 1.41
C 0.82 4.43 2.30
C 2.08 4.80 2.68
C 3.18 4.11 2.15
C 2.95 3.05 1.30
N 1.74 2.64 0.93
H 2.27 -1.44 -6.18
H 1.99 0.98 -5.73
H 0.81 1.72 -3.71
H 0.12 -2.34 -2.61
H 1.32 -3.08 -4.61
H -1.68 0.58 -3.98
H -3.52 2.18 -4.14
H -4.04 3.69 -2.26
H -2.67 3.60 -0.19
H -0.07 4.94 2.64
H 2.23 5.62 3.37
H 4.18 4.41 2.41
H 3.79 2.51 0.86
C -4.00 -1.42 -3.25
C -3.93 -2.42 -2.11
Sb -2.55 -1.73 -0.52
C -2.54 -3.70 0.51
C -3.88 -4.35 0.81
C -4.27 -0.93 0.63
C -4.54 0.52 0.29
H -4.70 -1.73 -4.02
H -3.02 -1.31 -3.71
H -4.30 -0.44 -2.88
H -3.56 -3.38 -2.48
H -4.92 -2.57 -1.69
H -1.97 -3.57 1.43
H -1.94 -4.36 -0.13
H -4.43 -3.77 1.54
H -3.73 -5.35 1.21
H -4.48 -4.44 -0.10
H -4.08 -1.03 1.70
H -5.15 -1.54 0.39
H -3.74 1.17 0.64
H -5.48 0.86 0.73
H -4.61 0.65 -0.79
N 5.97 -0.67 -4.84
C 5.27 -0.39 -3.96
C 4.43 -0.06 -2.89
C 4.18 -0.99 -1.88
C 3.28 -0.69 -0.88
C 2.54 0.50 -0.85
C 2.89 1.45 -1.82
C 3.82 1.20 -2.81
H 4.69 -1.95 -1.90
H 3.15 -1.42 -0.08
H 2.41 2.42 -1.81
H 4.06 1.94 -3.56


(3)
57
Properties=species:S:1:pos:R:3 method="wB97M-V/def2-TZVPD" lumo_energy_ev="0.50 / 0.50" multiplicity=5 orbital_gap_ev="7.551 / 7.425" energy_ha=-2867.2939
Fe -0.29 0.41 0.02
O -1.67 1.84 -0.48
C -1.22 3.02 0.14
C 0.24 3.11 0.70
O 0.84 1.89 1.04
H -1.88 3.31 0.98
H -1.42 3.87 -0.53
H 0.17 3.68 1.63
H 0.81 3.67 -0.07
C 0.76 2.33 -4.48
O 0.70 1.11 -3.77
C 1.28 0.99 -2.60
O 0.90 0.19 -1.79
O 2.28 1.82 -2.43
C 3.03 1.66 -1.21
H 1.80 2.56 -4.75
H 0.37 3.18 -3.91
H 0.24 2.26 -5.43
H 2.41 1.98 -0.37
H 3.94 2.24 -1.33
H 3.32 0.61 -1.10
C -1.97 -1.32 -3.41
O -2.67 -2.10 -2.47
C -2.13 -2.15 -1.27
O -1.34 -1.34 -0.85
O -2.65 -3.14 -0.59
C -2.36 -3.28 0.79
H -2.35 -1.50 -4.42
H -0.92 -1.63 -3.40
H -1.98 -0.24 -3.25
H -2.85 -2.46 1.30
H -1.27 -3.24 0.96
H -2.60 -4.27 1.18
C -3.32 1.25 2.33
O -2.33 0.95 3.31
C -1.46 0.00 3.04
O -1.31 -0.50 1.94
O -0.87 -0.37 4.17
C 0.14 -1.38 4.09
H -3.48 0.40 1.66
H -2.99 2.02 1.63
H -4.23 1.56 2.82
H 0.55 -1.34 5.10
H 0.92 -1.22 3.35
H -0.34 -2.36 4.02
C 2.91 0.26 2.04
O 3.09 -1.02 1.46
C 2.14 -1.56 0.75
O 1.04 -1.16 0.55
O 2.62 -2.68 0.22
C 1.84 -3.31 -0.76
H 3.58 0.42 2.88
H 1.90 0.43 2.41
H 3.13 1.04 1.32
H 2.00 -2.86 -1.75
H 0.77 -3.31 -0.55
H 2.19 -4.33 -0.89


(4)
20
Properties=species:S:1:pos:R:3 method="wB97M-V/def2-TZVPD" smiles="C=CNC.O.O.O" lumo_energy_ev=0.29 orbital_gap_ev=7.811 energy_ha=-402.5077
C 2.69 1.64 -0.59
C 1.70 1.50 -1.48
N 0.56 0.73 -1.46
C -0.03 0.37 -2.78
H 3.63 2.14 -0.77
H 2.49 1.32 0.43
H 1.63 2.22 -2.32
H -0.06 0.77 -0.67
H -0.81 1.08 -3.03
H -0.21 -0.70 -2.67
H 0.83 0.44 -3.45
O -2.38 0.25 2.35
H -1.52 -0.21 2.40
H -2.11 1.18 2.29
O -0.77 -1.12 0.05
H -1.71 -1.21 0.22
H -0.34 -1.35 0.87
O -0.67 -2.38 2.61
H -1.25 -3.07 2.27
H -0.39 -2.69 3.50


ΔE to the lowest compared entry with this formula, charge and spin: 448.09 228.65 10.53 191.07 (kJ/mol)